Molecular formula: C4H21NO9S
Method: DFT, wB97M-V/def2-TZVPD

Positions of all 36 atoms, in Å:
1 C -1.11 0.12 -1.63
2 H 2.84 -0.68 0.00
3 H 2.06 -3.63 1.51
4 N -0.71 -1.03 -0.90
5 O 0.73 -2.37 0.09
6 C -1.49 -0.12 -3.11
7 O 3.02 -3.24 1.57
8 H -2.45 1.66 -0.97
9 O 0.10 4.53 -0.09
10 H -1.12 2.91 1.20
11 C -2.22 0.70 -0.71
12 H -0.23 4.67 -0.94
13 O 3.71 -0.84 0.45
14 H -0.74 -0.41 -3.77
15 O 0.16 -4.37 1.59
16 C 0.54 -1.23 -0.32
17 S -1.97 1.35 -4.00
18 H -0.02 -4.92 0.80
19 H -0.95 -1.98 -1.32
20 O -0.71 2.24 1.84
21 H -2.37 0.11 3.06
22 H 0.19 -3.48 1.32
23 H 3.81 -0.46 1.23
24 O 1.16 2.05 -0.01
25 H -0.13 0.73 -1.58
26 O -1.69 0.45 3.61
27 H 2.05 2.18 0.21
28 H 0.31 3.59 -0.04
29 H 2.94 -2.30 1.15
30 H -2.33 -0.88 -3.07
31 H -1.92 0.61 0.27
32 H 1.34 1.05 -0.43
33 H 0.16 2.11 1.38
34 O 1.46 -0.40 -0.53
35 H -1.38 1.13 3.03
36 H -3.06 0.14 -0.90

The energy relative to the best compared isomer or geometry (same formula, charge and spin) is 18.06 kcal per mole. For the HOMO energy, the calculation gives -0.5 eV. The calculation puts the LUMO energy at 5.1983 eV. As for the total energy: -35242.7547 eV. Its total charge is -2. As for the molar mass: 259.28 g mol⁻¹. Its HOMO-LUMO gap is 5.7 eV.

=====

Molecular formula: C4H22B2ClNO6
Method: DFT, wB97M-V/def2-TZVPD

Positions of all 36 atoms, in Å:
1 H -2.03 2.56 -0.15
2 H 0.67 4.28 1.25
3 O 2.45 1.98 -2.80
4 H -0.42 -0.87 -1.85
5 H -1.10 -4.52 -1.21
6 C -0.79 -2.53 -0.53
7 H 1.34 -2.40 -0.39
8 H -1.64 -3.26 -2.38
9 H 0.48 1.41 0.67
10 O -0.42 0.98 0.57
11 H 0.69 2.79 2.43
12 N -0.97 -1.17 -1.05
13 H 1.28 2.61 0.56
14 H 1.36 -2.80 2.76
15 C 0.50 -2.62 0.28
16 H 0.53 -3.62 0.74
17 H -0.33 0.24 -0.10
18 H 2.29 3.49 1.79
19 B -2.54 3.13 0.72
20 H -2.28 4.25 0.59
21 H -3.69 3.01 0.72
22 H 2.47 -1.84 1.86
23 H -1.07 1.68 0.16
24 H -1.68 -2.64 0.10
25 H 0.04 -3.69 -2.25
26 H 1.49 -1.08 3.02
27 O 1.60 -0.14 -3.47
28 C 1.43 -1.84 2.23
29 O 1.94 0.47 -1.19
30 H -2.11 2.69 1.70
31 O 0.47 -1.60 1.25
32 H -1.96 -1.00 -1.05
33 Cl 1.54 0.91 -2.49
34 C -0.88 -3.55 -1.66
35 O 0.18 1.41 -2.35
36 B 1.18 3.27 1.50

For the HOMO energy, the calculation gives -2.0 eV. The calculation puts the LUMO energy at 4.7282 eV. As for the total energy: -32143.9698 eV. Its total charge is -2. As for the molar mass: 237.30 g mol⁻¹. Its HOMO-LUMO gap is 6.7 eV.